# 1
A single C6H7NO4S molecule, computed with ωB97M-V with the def2-TZVPD basis set.

Each line ends with the Mulliken charge.
Cartesian coordinates (Å):
C: -1.77 -0.65 0.81  -0.6595
C: -0.90 0.18 0.11  0.7215
C: -1.48 1.52 -0.05  0.4672
C: 2.27 -0.26 -0.93  -0.3515
C: 1.44 0.91 -0.59  -0.7485
C: 1.10 -1.12 -0.65  -0.6218
N: 0.38 -0.06 -0.21  0.0923
O: -2.68 1.73 -0.11  -0.5858
O: -0.70 2.61 -0.40  -0.4958
O: -1.24 -3.72 2.73  -0.5001
O: -1.63 -1.77 1.45  -0.2624
S: -0.50 -2.61 2.07  0.4139
H: -2.79 -0.48 0.66  0.4565
H: 2.54 -0.17 -1.97  0.2360
H: 3.26 -0.32 -0.49  0.2839
H: 1.83 1.50 0.20  0.3051
H: 1.21 1.49 -1.40  0.3509
H: 0.91 -2.07 -0.45  0.5557
H: -1.26 3.31 -0.79  0.3425

# 2
A single C6H7NS molecule, computed with ωB97M-V with the def2-TZVPD basis set.

Each line ends with the Mulliken charge.
Cartesian coordinates (Å):
H: 0.05 -2.59 0.56  0.2723
N: 0.91 -2.15 0.17  -0.6339
C: 0.77 -0.90 0.23  0.1996
C: 2.07 0.30 -0.07  0.0947
S: 3.52 -0.13 -0.52  -0.2915
C: 1.30 1.48 0.00  -0.4003
C: -0.04 1.28 0.21  -0.4690
C: -0.50 -0.11 0.44  0.3610
C: -1.82 -0.38 -0.42  -1.0530
H: 1.83 2.38 -0.20  0.4504
H: -0.85 2.09 0.14  0.2648
H: -0.79 -0.11 1.45  0.2826
H: -1.62 -0.56 -1.55  0.2697
H: -2.32 0.61 -0.39  0.3387
H: -2.50 -1.21 -0.04  0.3140

Taking the records one at a time from the top gives molar mass values of 189.2; 125.2 g/mol.
Taking the records one at a time from the top gives DFT total energy values of -26845.2900; -18658.2168 eV.